60
Properties=species:S:1:pos:R:3:forces:R:3 method="wB97M-V/def2-TZVPD" e_above_lowest_kj_mol=1040.71 e_lumo_ev="-0.824 / -0.824" homo_energy_ha="-0.2829 / -0.2816" gap_ev="6.873 / 6.838" e_tot_ev=-77176.4172 s_squared=0.76 multiplicity=2
Ir 0.069584 0.936521 0.282754 -0.454 0.794 0.521
C 2.061383 -2.364964 -0.710594 -0.045 -0.018 -0.029
N 0.682129 -2.517856 -0.325642 -0.041 0.083 -0.042
C -0.277718 -2.063149 -1.339186 0.115 -0.076 0.006
C -1.462669 -1.543844 -0.618193 -0.051 -0.047 0.002
N -1.435955 -0.476499 0.144516 -0.085 -0.045 0.081
C -2.672927 -0.442828 0.808380 0.031 0.034 -0.024
C -3.176605 0.413802 1.785695 -0.029 -0.002 -0.047
C -4.441065 0.157133 2.272094 -0.013 -0.005 0.000
C -5.207313 -0.920947 1.804595 0.004 0.005 0.006
C -4.719360 -1.782828 0.845269 0.007 -0.003 -0.008
C -3.438820 -1.523777 0.370437 -0.019 0.003 0.024
N -2.641013 -2.196668 -0.536173 0.005 -0.016 -0.022
C 2.433069 -0.953045 -1.061031 -0.057 0.085 0.151
N 1.783960 0.141926 -0.702801 -0.142 -0.106 -0.243
C 2.534174 1.178483 -1.204551 -0.003 0.062 -0.181
C 3.817826 4.218561 -0.635886 0.306 0.113 0.121
C 4.753748 3.725136 -1.393939 -0.042 -0.255 -0.150
C 5.146039 2.698194 -2.350798 0.166 0.071 -0.011
C 4.721880 1.443785 -2.528997 -0.078 -0.147 -0.068
C 3.645278 0.754833 -1.853469 -0.040 0.265 0.210
N 3.535396 -0.619739 -1.763124 0.178 -0.040 0.020
H 2.287812 -3.007074 -1.567693 0.009 0.001 0.003
H 2.686484 -2.702584 0.118880 0.007 0.010 0.002
H 0.527538 -2.026094 0.550652 0.015 -0.060 0.034
H -0.562228 -2.895093 -1.988140 -0.009 -0.005 0.005
H 0.114707 -1.262527 -1.975675 0.005 0.007 -0.005
H -2.592942 1.243222 2.148478 -0.069 -0.010 -0.040
H -4.848627 0.801290 3.039627 0.009 -0.003 0.002
H -6.195658 -1.084777 2.212414 -0.001 0.001 0.001
H -5.299122 -2.623898 0.489257 0.003 -0.003 -0.002
H -2.851610 -3.060115 -1.004388 0.003 -0.004 0.008
H -0.294010 4.448448 -0.978695 -0.281 0.263 0.172
H 5.522088 4.495738 -1.194664 -0.051 0.097 0.089
H 5.962998 3.004651 -2.992348 -0.005 -0.008 -0.001
H 5.225699 0.863304 -3.293804 -0.023 0.013 -0.012
H 4.216030 -1.276844 -2.107076 0.002 0.004 -0.018
O 2.082136 1.935494 -4.015715 0.007 0.239 -0.013
N 2.108210 2.930746 -3.288409 0.073 -0.300 0.118
O 1.912468 4.056758 -3.714359 -0.006 -0.038 0.021
O 1.461007 2.442843 0.557534 -0.031 -0.022 -0.202
Cl -2.383003 3.807024 -1.736308 0.073 0.101 0.350
C -1.287222 4.503305 -0.492842 0.261 -0.532 0.077
C -1.640286 5.925340 -0.183595 0.024 -0.242 -0.224
C -1.454515 6.447093 1.026201 0.118 -0.151 0.408
C -0.939078 5.641725 2.139021 -0.059 -0.298 -0.219
C -0.831351 4.307343 2.012111 0.032 0.433 -0.007
Cl 1.891569 2.748572 -1.008132 -0.122 -0.123 -0.226
C -1.152525 3.594729 0.751442 -0.334 -0.233 -0.012
N -1.155995 2.341468 0.741201 0.633 -0.094 -0.826
H -2.016974 6.511321 -1.011749 0.001 0.049 0.055
H -1.681328 7.486658 1.219943 0.026 0.003 -0.041
H -0.660220 6.117648 3.069719 -0.038 0.005 -0.003
O -2.208079 1.621264 4.919787 -0.008 0.015 0.004
N -1.460649 0.717606 4.616316 0.048 -0.016 0.019
C -0.445362 1.041042 3.689557 0.116 0.033 0.078
C -0.357552 2.308420 3.197920 -0.069 -0.039 -0.080
N -0.366202 3.484683 3.042376 -0.052 0.145 0.111
C 0.353640 -0.027376 3.192888 -0.020 0.031 0.020
N 0.964812 -0.903964 2.760571 0.004 -0.025 0.034

***

52
Properties=species:S:1:pos:R:3:forces:R:3 method="wB97M-V/def2-TZVPD" e_above_lowest_kj_mol=0.00 e_lumo_ev="-8.956 / -9.055" total_charge=+2 homo_energy_ha="-0.5576 / -0.5572" gap_ev="6.217 / 6.107" e_tot_ev=-123239.5924 s_squared=6.03 multiplicity=5
Cr -0.496202 0.525911 -0.032736 0.893 0.760 0.491
O 2.572686 6.856624 -0.535276 0.093 0.006 -0.030
N 3.384278 5.960176 -0.449930 -0.044 0.086 0.051
O 4.580278 6.098175 -0.417660 0.003 -0.075 -0.019
C 2.857687 4.565777 -0.368156 -0.142 0.206 -0.021
C 3.781286 3.594901 -0.320304 0.225 -0.175 0.005
C 3.404932 2.216479 -0.227773 0.144 0.097 -0.002
C 4.340244 1.168122 -0.176634 0.121 0.128 -0.008
C 3.887159 -0.118742 -0.070977 0.033 -0.137 0.008
C 2.514718 -0.352786 -0.019590 -0.120 0.129 0.036
N 1.599855 0.611846 -0.076331 0.428 0.034 -0.051
C 2.056381 1.896551 -0.181199 -0.385 -0.058 -0.035
C 1.073378 2.945979 -0.251535 -0.103 -0.351 0.048
N -0.223886 2.530042 -0.219636 0.075 0.245 -0.180
C -1.193913 3.434646 -0.279244 0.059 -0.094 -0.009
C -0.918985 4.794886 -0.365935 -0.112 0.048 0.006
C 0.379020 5.228998 -0.396490 0.108 0.057 -0.001
C 1.437798 4.288719 -0.342169 -0.015 0.187 -0.008
H 4.826887 3.870519 -0.346966 0.014 -0.019 0.002
H 5.401244 1.386681 -0.221503 -0.050 -0.005 0.013
H 4.567021 -0.957312 -0.025546 0.010 0.016 -0.001
H 2.154354 -1.365387 0.077447 -0.042 -0.041 0.007
H -2.210632 3.071690 -0.257277 -0.021 -0.063 0.010
H -1.738055 5.499321 -0.408013 0.023 -0.016 0.000
H 0.599482 6.281811 -0.462405 -0.024 -0.064 -0.001
O -4.688529 0.445737 0.082797 -0.114 -0.077 0.050
C -3.532325 0.383358 0.099043 0.777 0.095 -0.125
N -2.316812 0.312315 0.110096 -1.447 -0.265 0.193
Ge -0.532440 -2.232411 -0.422185 -0.281 -2.205 -0.570
C -2.056543 -2.745139 -1.396294 -0.032 0.495 -0.048
C -3.366753 -2.624261 -0.910102 -0.059 -0.220 -0.085
C -4.404907 -3.164500 -1.638474 0.004 0.004 -0.019
C -4.145733 -3.799438 -2.857469 0.018 0.041 0.055
C -2.849105 -3.919773 -3.339167 0.033 0.011 -0.033
C -1.796421 -3.366936 -2.626851 -0.169 -0.019 0.006
C -0.306982 -2.485872 1.435326 -0.244 0.952 0.176
C 0.807876 -3.243552 1.817098 0.019 0.037 0.109
C 0.868507 -3.729152 3.111129 0.013 -0.016 0.018
C -0.143836 -3.423584 4.017586 -0.003 0.018 -0.036
C -1.225333 -2.625758 3.647717 0.026 -0.004 0.011
C -1.303548 -2.132247 2.359031 0.094 -0.195 0.110
H 0.679485 -2.839373 -1.150767 0.187 0.476 -0.064
H -3.569856 -2.158696 0.044967 0.016 0.008 -0.038
H -5.418288 -3.091315 -1.266758 0.008 -0.019 -0.028
H -4.969752 -4.193969 -3.438050 0.015 -0.033 0.034
H -2.657983 -4.429153 -4.274267 -0.023 0.034 0.005
H -0.787541 -3.438896 -3.014269 0.002 0.011 -0.003
H 1.592677 -3.487608 1.110150 -0.012 -0.017 -0.002
H 1.706635 -4.341345 3.416027 -0.028 -0.012 0.009
H -0.084357 -3.805306 5.028735 0.005 0.010 -0.013
H -2.001349 -2.393172 4.364999 0.034 -0.004 0.001
H -2.133781 -1.503584 2.065766 -0.006 -0.009 -0.020

***

57
Properties=species:S:1:pos:R:3:forces:R:3 method="wB97M-V/def2-TZVPD" e_above_lowest_kj_mol=28.98 e_lumo_ev="2.271 / 2.270" total_charge=-1 homo_energy_ha="-0.1452 / -0.1548" gap_ev="6.222 / 6.483" e_tot_ev=-65767.6888 s_squared=0.76 multiplicity=2
Ru -1.986464 0.208028 0.681653 0.713 0.428 0.074
C -4.469323 1.804524 -0.291746 -0.058 0.015 0.023
N -3.262329 1.159908 -0.813986 -0.194 -0.347 0.034
C -2.480176 2.138118 -1.576671 0.040 0.045 0.009
C -3.633329 0.008210 -1.662076 0.096 -0.045 -0.097
C -2.413162 -0.813652 -2.054819 -0.031 0.043 0.131
N -1.649791 -1.110786 -0.846298 -0.329 0.002 -0.150
C -0.688816 -2.069448 -0.892229 0.074 0.049 0.047
C -0.125803 -2.567846 0.307882 -0.128 0.075 0.057
F -0.597209 -2.122500 1.491908 0.019 -0.149 -0.056
C 0.873990 -3.507667 0.333918 0.057 -0.042 -0.004
F 1.344790 -3.912786 1.528340 -0.013 -0.001 -0.018
C 1.400013 -4.060582 -0.821365 -0.022 0.020 -0.002
C 0.861094 -3.606866 -2.004561 0.021 0.019 0.035
F 1.341421 -4.076068 -3.174670 -0.004 -0.001 0.004
C -0.135085 -2.651614 -2.050548 0.044 0.012 -0.030
F -0.507202 -2.222390 -3.283912 0.005 -0.027 -0.003
H -5.108178 2.164221 -1.109735 0.019 -0.006 -0.008
H -4.182798 2.651274 0.330039 -0.011 -0.001 -0.012
H -5.027434 1.101104 0.323319 0.007 -0.003 -0.002
H -3.042545 2.476880 -2.457747 -0.003 0.002 0.004
H -1.536668 1.697998 -1.889111 -0.008 -0.002 -0.002
H -2.259641 2.992597 -0.939913 0.006 -0.002 0.008
H -4.165413 0.353649 -2.561811 -0.004 -0.002 0.002
H -4.313279 -0.612252 -1.074509 -0.003 0.005 0.002
H -1.833058 -0.272221 -2.811508 0.014 0.011 0.030
H -2.771878 -1.727560 -2.540050 -0.006 0.019 -0.015
H 2.194538 -4.790265 -0.796465 0.000 0.005 0.005
O -3.892596 5.290797 4.278071 -0.031 -0.034 -0.004
C -3.380739 4.415962 3.634436 0.068 0.154 0.040
C -2.164522 4.547348 2.725718 -0.034 -0.147 -0.044
O -1.547814 5.568750 2.505460 0.029 0.006 -0.012
C -1.937429 3.214933 2.209709 -0.111 0.055 0.041
C -2.887596 2.274600 2.629422 0.167 0.110 -0.108
O -3.001992 1.058331 2.309766 -0.102 -0.052 -0.032
C -3.827593 2.962381 3.562560 -0.076 -0.107 -0.039
O -4.775514 2.475742 4.124946 0.010 0.021 0.008
O -0.883078 2.978720 1.396530 0.198 -0.163 0.209
C 7.842255 -1.717925 -0.783517 0.021 -0.004 0.064
C 6.504434 -1.071586 -0.503386 -0.069 -0.077 -0.116
O 6.300301 0.104749 -0.618181 0.004 0.035 0.032
S 5.267303 -2.263371 -0.006705 0.018 0.051 -0.038
C 3.835284 -1.249411 0.207809 0.027 -0.009 0.044
C 3.099129 -0.828663 -0.894887 -0.018 0.018 -0.009
C 1.934346 -0.108915 -0.713620 0.033 -0.011 -0.048
C 1.462760 0.195219 0.571613 -0.103 0.010 -0.167
C 2.223295 -0.223579 1.669225 0.030 0.003 0.036
C 3.397609 -0.932598 1.488145 -0.023 -0.008 0.012
C 0.175513 0.801007 0.750309 0.071 -0.358 0.358
C -0.695799 1.656971 1.076303 -0.413 0.373 -0.304
H 8.449902 -1.033609 -1.370984 -0.005 0.002 -0.001
H 7.720207 -2.665751 -1.306891 -0.006 0.010 0.011
H 8.342565 -1.917529 0.165245 0.013 -0.002 0.004
H 3.433744 -1.082397 -1.892900 -0.003 -0.002 -0.001
H 1.345397 0.192574 -1.571337 0.009 0.004 0.005
H 1.865037 -0.010986 2.667838 -0.005 0.001 -0.006
H 3.969309 -1.263749 2.345959 -0.002 0.001 -0.002

***

51
Properties=species:S:1:pos:R:3:forces:R:3 method="wB97M-V/def2-TZVPD" e_lumo_ev="-9.613 / -9.484" total_charge=+2 homo_energy_ha="-0.5574 / -0.5574" gap_ev="5.554 / 5.684" e_tot_ev=-56089.4558 s_squared=0.78 multiplicity=2
Ir 1.491785 2.543894 -2.253821 1.252 -1.204 3.492
O 4.580213 0.036290 -2.464338 -0.247 0.203 -0.441
C 3.873307 0.971612 -2.255508 0.267 -0.391 0.399
O 2.939445 1.483222 -3.064492 -0.449 0.295 -1.387
C 3.896134 1.694151 -0.954084 -0.175 0.134 0.252
C 4.761419 1.500801 0.098671 0.047 0.177 0.121
C 4.522737 2.199076 1.280936 0.070 -0.054 0.077
C 3.424666 3.047384 1.399108 0.172 -0.002 -0.056
C 2.597456 3.191281 0.308016 0.151 -0.221 -0.067
N 2.870780 2.534177 -0.817927 -0.453 -0.076 -0.398
C 1.307100 3.931206 0.240315 0.157 -0.235 0.388
O 0.819183 4.430420 1.203584 -0.306 0.191 -0.361
O 0.802640 3.888355 -0.999811 -0.917 0.791 -0.883
H 5.587806 0.812215 -0.014791 -0.002 0.003 -0.031
H 5.182143 2.057967 2.127821 0.009 0.019 -0.025
H 3.195173 3.581326 2.311526 -0.012 0.016 -0.025
S 0.460418 0.729155 -1.407494 1.096 0.010 -1.575
Sb -1.163555 -0.558801 -0.179769 -0.655 0.185 0.548
C -1.782600 0.580255 1.443070 -0.100 -0.203 -0.220
C -0.797484 0.878695 2.382707 -0.138 0.027 0.068
C -1.154063 1.620840 3.495999 0.052 0.054 -0.002
C -2.469469 2.042499 3.660219 0.014 -0.018 -0.047
C -3.438792 1.729098 2.715931 -0.049 0.048 -0.001
C -3.102904 0.998534 1.585932 0.111 0.058 0.166
C -0.029732 -2.227333 0.396102 0.344 0.141 -0.113
C 1.336333 -2.288391 0.163230 0.502 -0.602 0.218
C 2.040801 -3.435129 0.569593 -0.279 0.593 -0.237
C 1.375670 -4.486701 1.185374 0.027 0.165 -0.084
C 0.010794 -4.408656 1.413012 -0.496 0.545 -0.188
C -0.709677 -3.270623 1.015348 0.122 -0.497 0.198
C -2.391737 -0.998528 -1.798008 0.059 0.102 0.271
C -3.738958 -0.640629 -1.818555 0.096 -0.132 -0.200
C -4.482304 -0.971457 -2.940923 -0.047 0.019 0.003
C -3.879968 -1.617896 -4.015017 0.018 0.038 0.038
C -2.529715 -1.949659 -3.982248 0.056 0.033 -0.026
C -1.766087 -1.642748 -2.867361 -0.248 -0.016 0.029
H 0.224997 0.539712 2.257404 -0.007 -0.037 0.018
H -0.404868 1.872909 4.235092 -0.040 -0.009 0.004
H -2.739629 2.623731 4.531511 -0.005 -0.018 0.004
H -4.460716 2.057116 2.853348 0.029 0.008 0.015
H -3.862398 0.765082 0.854158 0.007 0.006 0.014
H 1.860431 -1.478483 -0.329570 0.011 -0.054 0.027
H 3.107295 -3.492059 0.391799 -0.048 -0.008 -0.015
H 1.922157 -5.371691 1.481686 0.003 0.012 0.021
H -0.512897 -5.224986 1.893238 -0.002 0.040 -0.016
H -1.778869 -3.228324 1.195216 0.027 -0.031 0.017
H -4.212227 -0.131297 -0.992218 -0.005 -0.007 -0.009
H -5.534138 -0.719148 -2.974458 0.025 -0.016 -0.031
H -4.468224 -1.858567 -4.890655 0.003 -0.016 0.019
H -2.066331 -2.441209 -4.827534 -0.038 -0.014 0.016
H -0.713541 -1.898688 -2.841362 -0.003 -0.052 0.018